The following is a DFT calculation (the ωB97M-V functional and the def2-TZVPD basis) of 15 unconnected molecules or ions with the total composition C5H37NO14.

Its HOMO energy (spin up / spin down) is -13.3002 / -13.9588 eV. The calculation puts the frontier orbital gap (spin up / spin down) at 9.683 / 7.275 eV. As for the relative energy (zero: lowest compared OMol25 entry of this formula, charge and spin): 39.0 kcal/mol. For the largest force on an atom, the calculation gives 3.7 eV/A.

```
! wB97M-V def2-TZVPD RIJCOSX def2/J DEFGRID3
* xyz 1 2
N 1.62682 -2.32883 -0.59197
C 1.12556 -1.40999 0.27694
C 0.81245 -0.16780 -0.22546
C 0.28725 0.93864 0.59363
C -0.63872 1.80892 0.21645
C -1.39267 2.85113 0.98030
H 1.62788 -2.19737 -1.60414
H 1.60543 -3.24915 -0.18291
H 1.03943 -1.71915 1.33907
H 0.91066 0.19248 -1.22157
H 0.66836 0.90072 1.59514
H -0.99722 1.85000 -0.79605
H -1.85426 3.72101 0.47395
H -2.21452 2.37713 1.46982
H -0.74040 3.24659 1.80521
H -0.73865 -3.56939 -1.47221
H -2.22277 -3.87712 -1.75820
O -1.59419 -3.74306 -1.04475
H 3.77864 -1.69788 2.23994
H 3.84167 -2.08149 0.67625
O 4.39188 -1.75647 1.39168
H 1.37000 2.99930 2.78751
H 2.51861 1.93705 2.58691
O 1.98068 2.40336 3.22861
H 2.44091 4.00918 -1.06606
H 1.68951 2.70726 -0.76391
O 1.54905 3.65089 -0.97110
H 4.09044 0.14908 -0.34746
H 4.32474 0.28627 1.09496
O 4.05757 0.81869 0.33724
H 2.13792 -0.68697 3.84736
H 1.06873 -1.82531 3.84857
O 1.94332 -1.56651 3.52042
H -1.69922 0.52582 2.57263
H -2.66292 -0.35270 1.78706
O -2.16218 -0.31336 2.60482
H -1.26386 0.52687 -2.70142
H -1.61393 -0.70672 -2.08955
O -0.92248 -0.38710 -2.72113
H -0.01393 -2.05195 -4.08330
H 1.41054 -2.65888 -3.95043
O 0.54194 -2.62460 -3.52572
H -1.66472 -1.76779 3.58116
H -0.87275 -2.50406 2.51270
O -0.82959 -2.31334 3.45460
H -3.05351 -1.46417 -1.28569
H -1.84867 -2.19393 -0.53693
O -2.29505 -1.30155 -0.71731
H -3.79541 0.60632 -0.15085
H -4.70301 -0.32239 0.52034
O -4.68486 0.60894 0.23600
H -2.34436 2.55438 -3.07480
H -2.24163 1.62076 -1.82897
O -2.67213 1.72679 -2.67267
H 0.48172 1.94209 -3.80828
H 0.48846 3.24112 -2.94273
O -0.07253 2.63825 -3.44367
*
```